ORCA calculation (ωB97M-V/def2-TZVPD) on a 6-piece molecular cluster, H12O6 overall in a non-equilibrium geometry.

Geometry (Å):
H1 0.0499 3.7703 -3.7419
H2 1.9017 -1.0261 0.4069
O1 -1.4195 1.7913 1.2486
H3 -0.3855 -2.6694 -1.5449
H4 -1.2064 1.9674 2.1011
H5 0.9532 3.6324 -2.5434
O2 -0.4358 -1.7313 3.3577
H6 -0.8994 -0.5296 0.2648
H7 -1.7349 0.8514 1.1638
H8 0.3204 -2.2168 3.7258
H9 -1.1299 -1.8375 4.0003
H10 1.3427 -2.0393 1.5090
O3 0.3035 -2.2839 -2.0939
H11 0.1632 -2.8924 -2.9113
H12 -0.4221 -0.4337 -1.2690
O4 0.7226 4.3079 -3.3047
O5 -0.1933 -0.2980 -0.2886
O6 1.1535 -1.3581 0.9357

Computed properties:
2S+1	1
energy	-458.53812	Eh
charge	0
orbital gap	9.9344	eV
energy above the lowest of the compared OMol25 structures with the same formula, charge and spin	84.31	kcal/mol
SMILES	O.O.O.O.O.O
lowest unoccupied orbital energy	0.398	eV